1.
Here is a structure of composition C49H42I2N3O9S from the OMol25 dataset. Energies are from ωB97M-V/def2-TZVPD.

```
106
Properties=species:S:1:pos:R:3:mulliken_charge:R:1
C 0.52657 -2.48607 -0.32258 -0.88
C 0.33933 -2.27710 -1.79214 0.70
O 0.46655 -3.15901 -2.57006 -0.52
O -0.04707 -1.05537 -2.28108 -0.38
C 0.23968 0.11845 -1.53125 -1.04
C -0.94260 0.49246 -0.64669 0.24
C -2.19704 0.51959 -1.21187 0.03
N -3.32601 0.76245 -0.49516 0.33
C -4.60105 0.68404 -1.24386 -1.05
C -4.88131 1.92067 -2.08868 -0.75
S -5.05427 3.41036 -1.07566 -0.24
C -3.66362 4.37076 -1.45913 0.62
N -2.88366 4.84417 -0.53606 -0.20
N -1.97470 5.66022 -1.18993 -0.43
C -2.26928 5.58963 -2.44566 0.03
O -3.32610 4.79641 -2.69812 -0.29
C -3.25019 1.02603 0.82103 0.49
C -4.44937 1.26540 1.67505 -1.37
C -4.60755 0.09483 2.69067 -0.77
C -5.96670 -0.59806 2.60764 0.65
C -6.99528 0.15382 3.44684 -1.53
C -5.82606 -2.00365 3.19880 -1.63
C -1.99379 1.06005 1.43494 -0.47
C -0.84994 0.78916 0.71659 0.61
C 0.44740 0.78629 1.46478 -0.62
O 0.85070 -0.17610 1.99090 -0.39
O 1.06064 2.00903 1.56580 -0.25
C 2.22533 2.08229 0.80249 -0.18
I 3.90482 1.08284 1.58418 0.21
C 2.22534 2.80544 -0.31153 0.02
C 1.05620 3.60576 -0.76335 -1.16
I 3.90492 2.95984 -1.54791 0.25
H 0.43779 -3.54503 -0.13133 0.38
H 1.49194 -2.14389 0.02766 0.31
H -0.26718 -1.99584 0.23237 0.24
H 0.34847 0.90670 -2.26557 0.26
H 1.14481 0.04630 -0.93849 0.63
H -2.30614 0.27547 -2.25525 0.67
H -5.43039 0.44061 -0.60135 0.27
H -4.48461 -0.14944 -1.92960 0.50
H -5.84696 1.75822 -2.55485 0.59
H -4.16763 2.03072 -2.89526 0.46
H -1.72495 6.11023 -3.20858 0.45
H -4.27772 2.18309 2.22725 0.46
H -5.35288 1.39751 1.10165 0.56
H -4.44070 0.43166 3.70906 0.52
H -3.84899 -0.65659 2.48498 0.39
H -6.35700 -0.64331 1.59095 0.16
H -7.98542 -0.26959 3.31806 0.43
H -7.04160 1.21342 3.20114 0.37
H -6.76592 0.06853 4.50488 0.38
H -5.50740 -1.88230 4.23007 0.37
H -5.02882 -2.55763 2.70959 0.40
H -6.75336 -2.55897 3.15146 0.43
H -1.95851 1.27046 2.48909 0.69
H 0.87425 3.43291 -1.82322 0.37
H 1.28630 4.66011 -0.66120 0.49
H 0.15438 3.38718 -0.20650 0.18
C 4.46196 5.11979 1.40096 0.08
C 3.93328 5.14257 2.68799 -0.60
C 4.72866 5.51317 3.75803 -0.75
C 6.05894 5.85323 3.54618 0.20
C 6.59286 5.81047 2.25753 0.17
C 5.78670 5.45155 1.18533 -0.77
C 8.02936 6.12940 2.01080 0.51
O 8.48632 6.09539 0.88788 -0.66
C 8.88006 6.48097 3.18065 0.21
C 10.23178 6.73151 2.98360 -0.57
C 11.03481 7.07205 4.05836 -0.48
C 10.48998 7.17153 5.33426 -0.48
C 9.14430 6.91861 5.53791 -0.58
C 8.33612 6.56515 4.46540 0.18
C 6.89753 6.26715 4.70906 0.64
O 6.41684 6.35247 5.81875 -0.65
H 3.84024 4.83221 0.56201 0.35
H 2.89804 4.87129 2.85465 0.47
H 4.32485 5.53881 4.76059 0.49
H 6.20416 5.42942 0.18752 0.49
H 10.64971 6.65659 1.98951 0.47
H 12.08830 7.26271 3.90383 0.41
H 11.11880 7.44405 6.17116 0.40
H 8.71642 6.99071 6.52794 0.47
C -1.21672 -5.49115 -6.17329 -0.57
C -0.88560 -4.94006 -4.93897 -0.34
C -0.94703 -5.71594 -3.79448 -0.56
C -1.34767 -7.04292 -3.87764 0.07
C -1.69797 -7.59050 -5.11351 0.25
C -1.62228 -6.81226 -6.26101 -0.62
C -2.16978 -9.00052 -5.22032 0.58
O -2.46880 -9.47803 -6.29375 -0.65
C -2.27028 -9.80288 -3.96822 0.16
C -2.75558 -11.10221 -4.03492 -0.56
C -2.84440 -11.86671 -2.88434 -0.47
C -2.44166 -11.33923 -1.66199 -0.50
C -1.96156 -10.04302 -1.58852 -0.50
C -1.88086 -9.26730 -2.73792 0.08
C -1.39021 -7.86472 -2.63531 0.53
O -1.04083 -7.40022 -1.56845 -0.68
H -1.15904 -4.88642 -7.06880 0.40
H -0.57375 -3.90706 -4.86846 0.45
H -0.68048 -5.29587 -2.83696 0.71
H -1.88342 -7.24472 -7.21681 0.49
H -3.06354 -11.50863 -4.98810 0.48
H -3.22627 -12.87740 -2.93788 0.40
H -2.50579 -11.94134 -0.76550 0.40
H -1.65008 -9.62678 -0.64080 0.47
```

Values from the calculation:
LUMO level (eV): -4.23
Gap between HOMO and LUMO (eV): 6.75
HOMO energy (eV): -10.98
Charge: +1

2.
Here is a structure of composition C49H44BrFN11O8S3SeY from the OMol25 dataset. Energies are from ωB97M-V/def2-TZVPD.

```
119
Properties=species:S:1:pos:R:3:mulliken_charge:R:1
Y -1.65666 -1.55781 -0.70777 0.14
C -3.27567 -4.82641 3.55445 -0.77
S -2.03580 -5.60518 2.49480 -0.10
C -1.41362 -4.21781 1.57666 0.75
S -1.43748 -2.63832 2.18013 -0.36
N -0.83956 -4.64317 0.46655 -1.50
N -0.68172 -3.77435 -0.54972 1.01
C 0.11108 -4.13494 -1.49444 -1.05
C 0.01840 -3.50566 -2.80446 0.76
C 0.74826 -4.01305 -3.87334 -1.04
C 0.51536 -3.52882 -5.14654 -0.39
C -0.46058 -2.56317 -5.32316 -1.09
C -1.11263 -2.07858 -4.20368 -0.22
N -0.86810 -2.50336 -2.96289 0.59
H -3.54671 -5.56178 4.31140 0.36
H -4.14925 -4.56059 2.96312 0.22
H -2.85469 -3.93713 4.01540 0.26
H 0.73645 -5.01463 -1.37321 0.38
H 1.47891 -4.79043 -3.69069 0.45
H 1.07277 -3.91180 -5.99224 0.43
H -0.70997 -2.17861 -6.30205 0.48
H -1.87336 -1.32076 -4.31378 0.63
F 4.92770 -2.74630 1.77412 -0.41
C 4.03885 -1.83251 2.22756 0.99
C 2.84351 -1.67814 1.58649 -0.40
C 1.91413 -0.75743 2.06568 -0.11
C 0.66925 -0.55356 1.30979 1.51
O 0.50577 -1.18210 0.26227 -0.27
C -0.23377 0.40785 1.87261 0.16
C 0.08188 1.03109 3.02930 -0.60
N 1.25962 0.87693 3.70074 0.53
C 1.52735 1.64002 4.89712 -0.38
C 1.02275 3.04124 5.00185 -1.11
C 2.49095 2.79340 4.83194 -0.09
C 2.20083 -0.01191 3.21753 -0.29
C 3.44773 -0.16995 3.83742 -0.48
C 4.37245 -1.07379 3.35272 -1.63
N 5.61837 -1.21042 4.03587 0.49
C 5.57633 -1.85310 5.33934 -0.57
C 6.74581 -1.35099 6.16753 -0.81
N 8.01498 -1.67685 5.42008 -0.14
C 8.01579 -1.05812 4.04364 -0.93
C 6.80548 -1.58743 3.29158 -0.64
C -1.48262 0.88713 1.13548 -0.12
O -2.26634 1.60684 1.72920 -0.79
O -1.48846 0.54595 -0.09891 -0.30
H 2.58432 -2.27685 0.71802 0.37
H -0.64123 1.71590 3.45136 0.85
H 1.52586 1.03873 5.79874 0.44
H 0.65298 3.36606 5.96421 0.25
H 0.48734 3.45746 4.15897 0.35
H 3.15184 2.95730 5.67387 0.31
H 2.92065 3.02448 3.86429 -0.03
H 3.70845 0.42519 4.70312 0.70
H 5.63309 -2.95202 5.25659 0.27
H 4.64415 -1.60799 5.84117 0.48
H 6.78742 -1.81623 7.15026 0.42
H 6.69515 -0.26990 6.27072 0.36
H 8.06416 -2.69116 5.30856 0.40
H 8.83204 -1.37969 5.94980 0.35
H 8.95109 -1.31062 3.54841 0.43
H 7.94032 0.01926 4.16677 0.36
H 6.90369 -2.67562 3.16537 0.42
H 6.78312 -1.14217 2.30065 0.47
O -8.26389 5.14001 -5.70765 -0.49
S -8.01889 3.71318 -5.67512 0.64
O -7.33042 3.26377 -4.47872 -0.46
O -6.51133 3.64786 -7.14897 -0.73
C -5.28398 3.67683 -6.78809 0.46
N -4.45054 4.58347 -7.37823 -0.60
C -3.22789 4.67425 -6.89565 -0.17
C -2.74861 3.90601 -5.83997 -0.89
C -3.63184 2.94550 -5.36298 0.39
N -4.84976 2.80248 -5.84808 -0.50
C -3.27698 1.98495 -4.28275 1.28
C -1.96130 1.67096 -3.95964 -0.68
C -1.71240 0.69566 -3.01881 -1.20
N -2.67564 0.00920 -2.39350 1.04
C -3.93906 0.36338 -2.65705 -0.79
C -4.28478 1.33665 -3.57686 -0.90
H -2.58503 5.41165 -7.37428 0.40
H -1.76047 4.06291 -5.42762 0.36
H -1.13691 2.15260 -4.46897 0.59
H -0.68998 0.42294 -2.77048 0.59
H -4.71473 -0.17576 -2.13010 0.10
H -5.31751 1.60400 -3.76941 0.73
C 1.51743 2.58066 -3.28010 -1.54
N 2.18079 2.16942 -2.05699 0.37
C 2.37362 0.87932 -1.66168 -0.32
Se 1.94189 -0.67249 -2.50174 -0.03
N 2.98211 0.94953 -0.44774 0.12
C 3.13450 2.26206 -0.03389 0.30
C 3.65444 2.82183 1.11945 -0.45
C 3.65716 4.20949 1.20246 -0.85
C 3.16057 4.99567 0.16218 -0.76
C 2.63377 4.42486 -0.99118 -0.71
C 2.62741 3.04357 -1.06841 0.76
H 1.39185 1.70015 -3.90466 0.40
H 2.12806 3.31600 -3.80245 0.46
H 0.54106 3.00794 -3.05089 0.56
H 3.17984 0.12165 0.08548 -0.13
H 4.03187 2.19412 1.92055 0.64
H 4.05082 4.69468 2.08775 0.43
H 3.17811 6.07298 0.25816 0.38
H 2.23985 5.04052 -1.79012 0.48
Br -10.27697 -1.03124 -0.40332 -0.19
C -8.40887 -1.34429 -0.38784 0.12
C -7.88890 -2.35607 -1.17956 -0.55
C -6.52208 -2.58541 -1.16180 -0.18
C -5.69536 -1.81034 -0.35861 -0.23
C -6.23242 -0.79691 0.42808 -0.15
C -7.59790 -0.55682 0.41469 -0.61
C -4.21527 -1.99275 -0.40389 1.31
O -3.66932 -2.70135 -1.29380 -0.81
O -3.50562 -1.36870 0.44582 -0.58
H -8.54297 -2.94826 -1.80474 0.42
H -6.08218 -3.35986 -1.77727 0.47
H -5.56626 -0.19134 1.02968 0.49
H -8.02729 0.23523 1.01299 0.44
```

Values from the calculation:
LUMO level (eV): -2.39
ΔE to the lowest compared entry with this formula, charge and spin (eV): 4.750
Gap between HOMO and LUMO (eV): 4.10
HOMO energy (eV): -6.49
Charge: 0

3.
Here is a structure of composition C49H44BrN8O4STeTi from the OMol25 dataset. Energies are from ωB97M-V/def2-TZVPD.

```
109
Properties=species:S:1:pos:R:3:mulliken_charge:R:1
Ti -0.74073 2.03608 -0.69820 -0.59
O 2.75639 1.15633 2.22892 -0.25
C 3.76820 1.67042 1.43534 0.74
C 5.09778 1.49862 1.83962 -0.83
C 6.10089 2.17794 1.15436 -0.44
C 5.82472 2.92354 0.02142 -0.69
C 4.49157 3.12888 -0.35245 -0.75
C 3.42763 2.42289 0.27125 0.24
C 2.07178 2.54507 -0.28123 0.12
O 1.13550 1.68328 0.02022 0.04
N 1.79010 3.60926 -1.05744 -1.26
N 0.50735 3.49141 -1.44706 1.22
C -0.08503 4.41146 -2.15438 -0.38
C -1.41591 4.21720 -2.55107 0.68
C -1.98639 5.08426 -3.50286 -1.03
C -3.31822 4.81905 -3.92965 -0.39
C -3.97555 3.76563 -3.29440 -0.87
C -3.36009 2.92456 -2.38330 -0.17
N -2.07392 3.14052 -1.98750 0.36
H 3.11920 1.08191 3.13565 0.24
H 5.33412 0.83824 2.66637 0.38
H 7.11739 2.13359 1.56654 0.31
H 6.63172 3.40075 -0.51655 0.39
H 4.23530 3.73298 -1.22320 0.41
H 0.51719 5.31214 -2.41169 0.19
H -1.39309 5.90226 -3.89960 0.41
H -3.84219 5.43491 -4.69920 0.31
H -4.97207 3.46041 -3.53994 0.37
H -3.81093 1.97712 -2.01862 0.40
Br -6.42474 8.65174 0.56507 -0.30
C -6.50334 7.44058 2.07499 0.05
C -5.67866 7.88148 3.13532 -0.55
C -5.04413 6.89849 3.85876 -0.29
C -5.39063 5.53046 3.58793 -0.06
C -6.55677 5.22319 2.86394 -0.27
C -7.17279 6.19330 2.08256 -0.41
N -4.43418 4.57912 3.90140 -0.11
N -4.72156 3.30961 3.69388 -0.84
C -3.64279 2.56337 3.37339 -0.04
C -3.78582 1.17833 3.14504 -0.45
C -2.95377 0.43303 2.31724 -1.15
C -2.06384 1.14189 1.51725 0.91
O -1.66831 0.74364 0.34421 -0.24
C -1.71235 2.46083 1.95153 -0.19
N -0.69442 3.04364 1.22464 0.84
C -0.05590 4.14860 1.67376 -0.35
C -0.64156 4.86537 2.71933 -1.13
C -1.77708 4.37984 3.35235 0.00
C -2.41282 3.20031 2.90774 0.53
H -5.42074 8.91354 3.11875 0.39
H -4.23914 7.04902 4.56600 0.33
H -6.87990 4.21444 2.93455 0.45
H -8.02398 5.98197 1.41737 0.38
H -4.70055 0.72214 3.56458 0.28
H -3.03694 -0.67620 2.28633 0.34
H 0.84108 4.42629 1.12407 0.48
H -0.22975 5.81894 3.04663 0.34
H -2.26090 4.89244 4.20848 0.48
C 0.87745 -1.61831 2.74472 -0.98
C 0.44578 -2.13046 1.37940 0.79
O -0.75768 -2.59362 1.18214 -0.65
N 1.41388 -2.25293 0.44688 -0.55
Te 0.31512 -3.21134 -0.99427 0.65
C 0.52683 -5.08487 0.06034 0.69
C -0.65797 -5.84048 0.37351 0.39
C -2.07693 -5.33040 0.10452 -1.40
C -0.48688 -7.10892 0.96529 -0.78
C 0.74630 -7.63494 1.37876 0.18
C 0.91327 -8.94470 2.11527 -1.35
C 1.84833 -6.82523 1.05767 -0.89
C 1.78119 -5.58122 0.39323 1.20
C 3.16077 -4.94386 0.11815 -1.23
C 1.95876 -3.42001 -2.36810 0.42
C 3.17447 -2.70055 -2.26045 1.32
C 3.54739 -1.66774 -1.23086 -1.63
C 4.09054 -2.77827 -3.31532 -1.05
C 3.82360 -3.40478 -4.54338 0.44
C 4.80267 -3.48306 -5.72914 -1.37
C 2.66883 -4.14957 -4.54483 -0.84
C 1.74379 -4.21065 -3.51142 0.63
C 0.56693 -5.16682 -3.60375 -1.47
H 0.02757 -1.73189 3.45350 0.35
H 1.76759 -2.07155 3.19773 0.34
H 1.10929 -0.54470 2.65544 -0.09
H -2.28200 -5.21559 -0.98910 0.26
H -2.23716 -4.33592 0.55460 0.20
H -2.79100 -6.06299 0.55345 0.39
H -1.38764 -7.74612 1.12369 0.25
H 0.07343 -9.03760 2.82069 0.36
H 1.86406 -8.92844 2.67813 0.35
H 0.90731 -9.86928 1.46759 0.25
H 2.82909 -7.19175 1.32533 0.29
H 3.86143 -5.50421 0.70359 0.47
H 3.16838 -3.90138 0.37648 0.06
H 3.42116 -5.08807 -0.94912 0.26
H 2.81503 -1.80732 -0.35244 0.17
H 3.41349 -0.66037 -1.63106 0.54
H 4.54569 -1.80598 -0.83761 0.52
H 5.03775 -2.29158 -3.14927 0.38
H 4.72293 -2.57438 -6.37961 0.28
H 4.56661 -4.34291 -6.37367 0.33
H 5.87808 -3.56189 -5.42502 0.32
H 2.50015 -4.75835 -5.41312 0.23
H 0.67951 -5.77031 -4.51772 0.38
H -0.40305 -4.63743 -3.60563 0.26
H 0.55591 -5.85871 -2.73426 0.29
S -0.09148 0.24341 -2.35190 -0.31
C -1.74446 0.04408 -2.58172 0.59
N -2.90054 -0.09617 -2.78582 -0.82
```

Values from the calculation:
Multiplicity: 4
LUMO level (alpha / beta) (eV): 3.26 / 3.25
ΔE to the lowest compared entry with this formula, charge and spin (eV): 0.508
Gap between HOMO and LUMO (alpha / beta) (eV): 3.63 / 4.72
HOMO energy (alpha / beta) (eV): -0.37 / -1.47
Charge: -2

Record-wise calculated total energy values, in Ha: -3727.18012, -9406.24219, -6722.30978
Record-wise max |F| values, in hartree/bohr: 0.0365, 0.0186, 0.0542